# 1
62
Properties=species:S:1:pos:R:3:nbo_charge:R:1 method="wB97M-V/def2-TZVPD" multiplicity=6 total_charge=+1 de_lowest_kcal_mol=61.3 s2=8.819 max_force_ev_per_a=1.84 lumo_ev="-4.1 / -7.7" e_tot_ha=-6085.2955
Pt 0.08 0.03 0.30 1.514
C 3.24 -1.45 0.14 -0.311
N 2.51 -0.22 0.11 -0.298
C 3.10 0.91 -0.11 0.051
C 2.32 2.07 -0.29 0.214
C 2.68 3.39 -0.64 -0.232
C 1.51 4.07 -0.85 -0.197
C 0.45 3.13 -0.64 0.177
N 0.94 1.96 -0.30 -0.570
C 4.02 -1.57 1.44 0.038
C 5.38 -1.29 1.46 -0.246
C 6.11 -1.54 2.61 -0.188
C 5.45 -1.99 3.75 -0.195
C 4.09 -2.26 3.73 -0.182
C 3.37 -2.04 2.58 -0.252
H 3.93 -1.50 -0.71 0.231
H 2.53 -2.27 0.07 0.259
H 4.18 0.99 -0.20 0.224
H 3.69 3.77 -0.71 0.254
H 1.38 5.09 -1.12 0.255
H -0.61 3.31 -0.75 0.274
H 5.88 -0.96 0.57 0.213
H 7.18 -1.40 2.61 0.229
H 6.01 -2.13 4.67 0.229
H 3.60 -2.65 4.61 0.226
H 2.32 -2.28 2.53 0.218
F -3.38 0.29 -2.83 -0.267
C -2.31 -0.33 -2.39 0.766
F -1.39 0.56 -1.97 -0.336
F -1.76 -0.97 -3.42 -0.304
S -2.52 -1.60 -0.97 2.263
O -1.93 -1.02 0.23 -0.975
O -3.85 -2.05 -0.88 -0.830
N -1.55 -2.71 -1.55 -1.203
S -0.08 -2.97 -1.16 2.270
O 0.41 -2.19 -0.02 -0.994
O 0.33 -4.33 -1.12 -0.853
C 0.94 -2.17 -2.55 0.734
F 0.55 -2.42 -3.78 -0.278
F 2.23 -2.52 -2.43 -0.312
F 0.90 -0.83 -2.34 -0.346
F -1.77 1.66 0.51 -0.712
As -3.54 2.30 -0.06 2.852
F -2.77 2.63 -1.57 -0.607
F -2.90 3.83 0.54 -0.623
F -5.04 2.88 -0.57 -0.579
F -4.10 1.97 1.55 -0.618
F -3.84 0.64 -0.46 -0.614
Cl -2.55 0.16 3.08 0.273
C -1.55 1.50 3.19 0.080
C -2.09 2.76 3.46 -0.151
C -1.29 3.89 3.45 -0.201
C 0.08 3.76 3.21 -0.028
C 0.64 2.52 2.95 -0.194
C -0.14 1.35 2.91 -0.016
C 0.45 0.09 2.63 -0.593
H -3.15 2.85 3.65 0.271
H -1.73 4.86 3.62 0.252
H 0.71 4.63 3.24 0.235
H 1.71 2.44 2.78 0.221
H -0.12 -0.79 2.91 0.247
H 1.52 0.03 2.73 0.235

# 2
55
Properties=species:S:1:pos:R:3:nbo_charge:R:1 method="wB97M-V/def2-TZVPD" multiplicity=6 total_charge=+1 de_lowest_kcal_mol=10.9 s2=8.822 max_force_ev_per_a=1.41 lumo_ev="-1.9 / -5.8" e_tot_ha=-4498.6549
Os 0.33 -0.44 -0.65 1.588
C 0.18 1.98 3.14 -0.330
C -0.09 0.80 2.45 -0.002
N 0.41 0.87 1.22 -0.370
N 1.00 2.08 1.09 -0.345
C 0.87 2.76 2.24 0.039
B 1.85 2.40 -0.17 0.937
N 2.87 1.21 -0.30 -0.305
C 4.19 1.10 -0.09 0.043
C 4.56 -0.23 -0.16 -0.313
C 3.38 -0.91 -0.40 0.025
N 2.37 -0.04 -0.48 -0.362
N 0.95 2.35 -1.45 -0.314
C 0.68 3.31 -2.34 0.070
C -0.12 2.78 -3.34 -0.312
C -0.32 1.46 -2.98 0.034
N 0.35 1.21 -1.84 -0.360
N 2.44 3.79 -0.07 -0.408
C 3.69 4.33 -0.07 -0.027
C 3.57 5.68 0.10 -0.324
C 2.18 5.89 0.21 -0.035
N 1.51 4.77 0.10 -0.293
H -0.09 2.23 4.15 0.250
H -0.60 -0.09 2.79 0.230
H 1.26 3.76 2.33 0.253
H 4.80 1.96 0.12 0.233
H 5.55 -0.64 -0.05 0.256
H 3.20 -1.96 -0.51 0.241
H 1.05 4.31 -2.20 0.258
H -0.52 3.29 -4.20 0.254
H -0.88 0.68 -3.47 0.237
H 4.58 3.75 -0.23 0.209
H 4.36 6.40 0.15 0.242
H 1.65 6.82 0.34 0.223
O -4.22 5.04 1.07 -0.657
C -4.38 3.82 1.63 0.423
C -5.46 3.52 2.47 -0.312
C -5.59 2.26 3.02 -0.143
C -4.68 1.26 2.72 -0.245
C -3.62 1.53 1.89 -0.146
C -3.47 2.81 1.34 -0.231
C -2.26 3.01 0.44 0.733
O -1.73 4.13 0.76 -0.180
O -1.90 2.16 -0.34 -0.635
H -4.92 5.64 1.36 0.492
H -6.18 4.30 2.69 0.221
H -6.42 2.06 3.68 0.229
H -4.81 0.26 3.13 0.227
H -2.90 0.77 1.62 0.223
S 0.56 -4.83 0.84 0.165
C 0.53 -3.31 0.48 0.180
N 0.52 -2.14 0.21 -0.647
Se -4.35 -0.53 -1.60 0.245
C -2.68 -0.65 -1.26 0.140
N -1.51 -0.73 -1.02 -0.604

# 3
47
Properties=species:S:1:pos:R:3:nbo_charge:R:1 method="wB97M-V/def2-TZVPD" de_lowest_kcal_mol=0.0 max_force_ev_per_a=0.96 lumo_ev=-0.7 e_tot_ha=-4039.7891
C 1.69 -2.96 -0.97 -0.707
C 2.35 -1.63 -0.71 0.358
C 3.76 -1.45 -1.19 -0.663
N 1.82 -0.66 -0.08 -0.439
C 0.47 -0.82 0.34 0.163
C 0.18 -1.34 1.60 -0.240
C -1.13 -1.48 2.03 -0.139
C -2.16 -1.10 1.17 -0.173
C -1.87 -0.55 -0.08 -0.028
C -0.56 -0.38 -0.50 -0.233
C -3.01 -0.15 -0.95 0.547
O -2.99 0.86 -1.60 -0.489
C -4.18 -1.08 -0.88 -0.190
C -4.95 -1.45 -1.98 -0.040
Br -4.60 -0.78 -3.70 0.097
C -5.99 -2.36 -1.81 -0.224
C -6.26 -2.89 -0.55 -0.180
C -5.51 -2.53 0.55 -0.198
C -4.46 -1.63 0.38 -0.029
C -3.58 -1.25 1.53 0.535
O -4.01 -1.10 2.64 -0.506
H 2.33 -3.58 -1.59 0.223
H 1.52 -3.47 -0.03 0.240
H 0.73 -2.87 -1.47 0.239
H 3.78 -0.76 -2.03 0.241
H 4.17 -2.40 -1.52 0.206
H 4.37 -1.07 -0.38 0.244
H 1.01 -1.64 2.24 0.225
H -1.39 -1.88 3.00 0.233
H -0.34 0.06 -1.46 0.237
H -6.56 -2.65 -2.68 0.233
H -7.07 -3.60 -0.43 0.223
H -5.70 -2.93 1.53 0.235
C 1.44 3.24 0.82 -0.644
C 2.26 4.20 -0.01 -0.078
O 3.50 4.54 0.65 -0.477
C 4.49 3.67 0.52 0.692
O 4.47 2.65 -0.10 -0.541
C 5.73 4.20 1.26 0.898
F 5.42 4.66 2.48 -0.308
F 6.29 5.20 0.56 -0.311
F 6.63 3.23 1.39 -0.301
H 1.27 3.64 1.82 0.214
H 0.48 3.05 0.35 0.226
H 1.96 2.28 0.94 0.233
H 1.73 5.15 -0.13 0.196
H 2.47 3.81 -1.00 0.199